Molecular formula: C14H22N4O3S
Method: DFT, ωB97M-V/def2-TZVPD

Calculated values
HOMO energy, eV: -7.7
HOMO-LUMO gap, Ha: 0.26077
Energy relative to the best compared isomer or geometry (same formula, charge and spin), eV: 16.123

```
! wB97M-V def2-TZVPD RIJCOSX def2/J DEFGRID3
* xyz 0 1
C -7.715 -0.804 -0.177
C -6.606 0.295 0.016
C -5.170 -0.070 -0.261
H -5.047 -1.053 0.372
H -5.198 -0.662 -1.423
C -4.366 0.854 0.098
C -2.986 0.336 -0.041
O -2.607 -0.616 -0.714
N -2.010 1.459 -0.045
N -0.612 1.110 -0.137
C 0.194 2.229 0.127
C 1.535 1.814 -0.185
C 2.071 0.286 -0.634
N 3.388 0.257 -0.666
C 4.327 1.107 -0.648
S 5.861 0.847 -0.713
N 3.959 2.176 -0.017
C 2.581 2.695 0.270
O 2.500 3.976 0.527
H 4.621 3.079 0.189
C 3.678 -1.190 -1.194
H 2.957 -1.376 -1.777
C 3.551 -2.071 0.099
C 4.419 -1.884 1.407
C 5.933 -2.121 0.703
H 6.617 -2.156 1.836
H 6.024 -3.508 0.607
H 6.394 -1.482 0.150
H 4.050 -2.574 2.183
H 4.453 -0.925 1.609
H 2.530 -2.053 0.327
H 3.722 -3.205 -0.488
H 4.791 -1.119 -1.423
O 1.184 -0.633 -0.819
H 0.237 -0.251 -0.636
H 0.073 3.241 0.499
H -2.202 2.366 0.206
H -4.391 1.290 1.353
H -4.526 1.851 -0.576
H -6.974 0.756 1.154
H -6.901 1.088 -0.457
H -7.836 -1.054 -1.059
H -7.671 -1.706 0.406
H -8.829 -0.599 -0.049
*
```

Molecular formula: C14H22N6O4
Method: DFT, ωB97M-V/def2-TZVPD

Calculated values
SMILES: CNC(=O)[C@@H](CCC(N)=O)NC(=O)[C@@H](Cc1c[nH]cn1)NC(C)=O
HOMO energy, eV: -9.3
HOMO-LUMO gap, Ha: 0.35526
Energy relative to the best compared isomer or geometry (same formula, charge and spin), eV: 0.036

```
! wB97M-V def2-TZVPD RIJCOSX def2/J DEFGRID3
* xyz 0 1
O -1.588 5.364 -1.135
O 2.785 -3.490 1.831
O -2.817 1.355 1.378
O -1.690 -2.503 2.058
N -0.248 0.122 -2.105
C -2.539 4.990 -0.445
C 1.638 -3.168 2.136
C -1.782 1.534 0.713
C -1.448 -1.633 1.232
C 0.903 -0.005 -2.729
C 0.285 2.076 -3.026
C -0.643 1.451 -2.256
N 0.652 -4.026 1.899
N 1.247 1.151 -3.287
N -1.892 -1.716 -0.017
N -2.715 3.705 -0.108
N -0.729 0.733 0.785
C -3.575 5.995 -0.035
C -2.559 -2.906 -0.564
C 1.304 -1.833 2.775
C -1.874 2.088 -1.711
C 0.899 -0.705 1.769
C -1.677 2.679 -0.333
C -0.608 -0.387 1.666
H 1.433 -0.918 -2.841
H 0.265 3.099 -3.320
H 0.895 -4.864 1.436
H -0.283 -3.714 2.107
H 2.069 1.304 -3.851
H -1.492 -1.023 -0.667
H -3.506 3.377 0.392
H -0.045 0.886 0.090
H -3.482 6.146 1.053
H -3.435 6.972 -0.588
H -4.554 5.641 -0.328
H -3.463 -3.139 0.045
H -1.864 -3.741 -0.558
H -2.904 -2.723 -1.598
H 2.160 -1.442 3.301
H 0.501 -1.939 3.516
H -2.694 1.341 -1.733
H -2.090 2.876 -2.427
H 1.399 0.215 2.138
H 1.254 -0.938 0.769
H -0.688 3.154 -0.269
H -0.935 -0.051 2.632
*
```

Molecular formula: C14H22O5
Method: DFT, ωB97M-V/def2-TZVPD

Calculated values
SMILES: CCO[C@@H]1OC(C(=O)O)=C[C@H](C2CC2)[C@H]1CCCO
HOMO energy, eV: -9.2
HOMO-LUMO gap, Ha: 0.36474
Energy relative to the best compared isomer or geometry (same formula, charge and spin), eV: 0.186

```
! wB97M-V def2-TZVPD RIJCOSX def2/J DEFGRID3
* xyz 0 1
C -2.532 -1.264 3.324
C -2.487 -0.333 2.116
H -3.500 -0.148 1.749
H -2.026 0.623 2.387
O -1.807 -0.899 1.003
C -0.414 -0.836 1.053
C 0.117 -1.603 -0.168
C 1.604 -1.960 -0.028
C 2.561 -0.771 0.015
C 4.015 -1.234 0.127
O 4.925 -0.162 0.100
H 4.694 0.456 0.803
H 4.146 -1.827 1.045
H 4.281 -1.862 -0.726
H 2.326 -0.136 0.872
H 2.459 -0.168 -0.889
H 1.733 -2.548 0.885
H 1.877 -2.603 -0.869
H -0.442 -2.544 -0.175
C -0.200 -0.840 -1.470
C -0.145 0.637 -1.255
C -0.040 1.198 -0.047
O 0.034 0.498 1.124
C 0.022 2.662 0.166
O 0.025 3.206 1.239
O 0.070 3.352 -0.988
H 0.106 4.302 -0.791
H -0.195 1.278 -2.118
C -1.536 -1.277 -2.063
C -2.158 -0.549 -3.218
C -2.793 -0.490 -1.863
H -3.712 -1.029 -1.695
H -2.725 0.434 -1.310
H -1.675 0.337 -3.597
H -2.639 -1.136 -3.987
H -1.639 -2.356 -2.076
H 0.573 -1.099 -2.208
H -0.030 -1.290 1.982
H -1.538 -1.416 3.738
H -2.941 -2.229 3.034
H -3.162 -0.827 4.093
*
```

Molecular formula: C14H23As2AuO3
Method: DFT, ωB97M-V/def2-TZVPD

Calculated values
HOMO energy, eV: -8.3
HOMO-LUMO gap, Ha: 0.30426
Energy relative to the best compared isomer or geometry (same formula, charge and spin), eV: 0.000

```
! wB97M-V def2-TZVPD RIJCOSX def2/J DEFGRID3
* xyz 0 1
Au -4.952 -13.623 6.371
C -1.901 -9.532 6.096
As -3.251 -10.775 6.817
C -3.102 -10.323 8.771
C -4.814 -9.632 6.353
C -4.748 -8.461 5.581
C -5.869 -7.667 5.341
C -7.125 -8.080 5.873
C -7.196 -9.234 6.654
C -6.079 -10.050 6.828
As -6.211 -11.923 7.424
C -8.096 -12.281 6.974
C -6.234 -11.782 9.425
H -2.074 -8.479 6.351
H -1.927 -9.609 4.999
H -0.954 -9.903 6.468
H -4.075 -10.006 9.133
H -2.375 -9.491 8.854
H -2.713 -11.204 9.336
H -3.775 -8.131 5.210
H -5.761 -6.736 4.774
H -8.033 -7.461 5.718
H -8.177 -9.524 7.108
H -8.771 -11.692 7.614
H -8.248 -13.365 7.075
H -8.171 -11.945 5.953
H -6.229 -10.711 9.719
H -5.313 -12.280 9.794
H -7.163 -12.222 9.748
C -0.699 -14.788 7.171
C -1.883 -15.645 7.624
C -1.387 -16.934 8.268
O -2.695 -14.962 8.631
C -2.717 -15.993 6.309
O -2.468 -17.070 5.730
O -3.650 -15.233 5.797
H -0.104 -14.489 8.042
H -1.057 -13.849 6.732
H -0.058 -15.309 6.445
H -0.862 -16.717 9.237
H -0.733 -17.487 7.572
H -2.261 -17.532 8.546
H -3.071 -14.196 8.162
*
```